# C8H20N3S

A 2-piece molecular cluster, C8H20N3S overall at a distorted geometry (ωB97M-V/def2-TZVPD, OMol25).

Charge: +1
LUMO (eV): -3.690

Element x y z (Å)
1 C 1.8270 1.6216 1.1160
2 C 0.3258 1.2906 1.1835
3 C 1.7651 -0.2896 -0.5610
4 C 0.4190 0.1342 -0.8902
5 C 1.7673 -1.6125 0.2149
6 C 3.5288 1.3239 -0.5848
7 C -1.6048 1.2877 -0.3305
8 C -4.7035 -0.6818 0.7556
9 N 2.4713 0.7018 0.1875
10 N -0.2263 0.9043 -0.0753
11 N -3.6310 -1.3996 0.0728
12 S -0.3932 -0.3757 -2.5000
13 H 1.9503 2.6158 0.7184
14 H 2.3871 1.6301 2.0894
15 H 0.1877 0.4651 2.0220
16 H -0.0740 2.2138 1.4984
17 H 2.3948 -0.3916 -1.4834
18 H 2.6804 -1.6285 0.7661
19 H 1.7492 -2.4503 -0.4862
20 H 1.0498 -1.7137 1.0444
21 H 4.1991 0.5749 -0.9794
22 H 3.2520 2.1035 -1.2532
23 H 4.1180 1.9171 0.0596
24 H -1.9635 2.1595 0.0919
25 H -1.7016 1.3940 -1.3856
26 H -2.3068 0.5171 -0.1502
27 H -5.3563 -1.1770 1.5289
28 H -4.2085 0.1089 1.2809
29 H -5.4625 -0.2670 0.1278
30 H -4.0680 -1.7929 -0.8420
31 H -3.4454 -2.2079 0.7001
32 H 0.5976 -1.0738 -3.0507

***

# C13H15Cl3F5GeNOSbSe4TeTi

C13H15Cl3F5GeNOSbSe4TeTi as an isolated structure at a distorted geometry (ωB97M-V/def2-TZVPD, OMol25).

<S²>: 0.754
LUMO (alpha / beta) (eV): -1.959 / -2.463
Multiplicity: 2

Element x y z (Å)
1 Ti 0.3905 -0.4612 -0.4676
2 Se 0.0909 -0.0529 5.6288
3 Sb -1.4956 -1.0400 3.9432
4 Se -0.8593 -3.2373 3.4981
5 Se -3.5591 0.0751 3.9955
6 Se -0.3350 0.5135 1.8197
7 C -0.0820 -3.7562 -0.2104
8 C 1.1015 -3.1432 0.4628
9 C 1.9965 -3.7942 1.2369
10 C 2.8996 -2.8319 1.7901
11 C 2.5480 -1.6074 1.3375
12 C 3.2084 -0.3179 1.7062
13 N 1.4326 -1.7531 0.4646
14 H 0.0180 -4.8371 -0.1223
15 H -0.1605 -3.5124 -1.2692
16 H -1.0124 -3.4650 0.2768
17 H 1.9890 -4.8567 1.4210
18 H 3.7108 -3.0241 2.4743
19 H 3.7531 -0.4791 2.6358
20 H 2.5028 0.4936 1.8736
21 H 3.9216 0.0195 0.9520
22 C -1.9314 1.4501 1.1535
23 C -1.5108 2.2181 -0.0654
24 C -2.1244 1.8927 -1.4132
25 C -1.9788 2.8799 -2.4866
26 C -1.1722 3.9400 -2.3132
27 C -0.5978 4.2641 -1.0190
28 C -0.8308 3.5114 0.0639
29 H -2.6685 0.6919 0.8970
30 H -2.3224 2.0732 1.9531
31 H -2.9342 1.1744 -1.4534
32 H -2.5455 2.7404 -3.3967
33 H -1.0306 4.6431 -3.1244
34 H -0.0591 5.1972 -0.9211
35 H -0.5420 3.8356 1.0553
36 Cl 1.1742 -1.5126 -2.7393
37 Ge 3.5942 -0.9024 -2.4620
38 Cl 2.0070 1.2259 -0.7640
39 Cl 4.2024 -2.1010 -4.1893
40 F 1.0200 2.5668 -4.9704
41 Te 0.8516 1.0801 -3.8337
42 F 1.0382 0.0692 -5.3620
43 F -1.1728 -1.2580 -0.7067
44 F 2.9579 0.5721 -3.6694
45 F -0.9743 0.5713 -3.9992
46 O -0.8795 1.3041 -0.9868

***

# C2H18O6

A 7-piece molecular cluster, C2H18O6 overall at a distorted geometry (ωB97M-V/def2-TZVPD, OMol25).

SMILES string: CC.O.O.O.O.O.O
LUMO (eV): 0.521

Element x y z (Å)
1 C 2.3660 2.4918 -6.1966
2 C 1.7077 1.8671 -4.9492
3 H 2.8888 3.3970 -5.9072
4 H 1.6102 2.7128 -6.9449
5 H 3.0516 1.7919 -6.6675
6 H 2.5073 1.8088 -4.2145
7 H 0.9553 2.5220 -4.5192
8 H 1.3744 0.8693 -5.1759
9 H -2.3667 1.4020 0.4366
10 H -3.4533 1.3997 -0.6038
11 O -2.5020 1.5763 -0.5064
12 H -0.9790 -1.3290 3.8835
13 H -0.4751 -0.3999 2.7338
14 O -1.2665 -0.8196 3.1208
15 H 1.0870 -3.2960 1.9187
16 H 1.6256 -3.6037 0.5760
17 O 0.7808 -3.5838 1.0443
18 H -3.2857 -0.7235 5.2304
19 H -3.2669 -2.1502 5.6012
20 O -2.6839 -1.3778 5.6068
21 H 0.4328 -1.1415 -0.6088
22 H 1.3884 -0.8137 -1.6808
23 O 1.3067 -0.7298 -0.7225
24 H 1.2373 0.7173 0.7161
25 H 0.8916 1.8066 1.7833
26 O 0.6154 0.9587 1.4187

***

# C4H5NO

A 2-piece molecular cluster, C4H5NO overall (ωB97M-V/def2-TZVPD, OMol25).

SMILES string: C#[N+][O-].C#CC
LUMO (eV): 0.915

Element x y z (Å)
1 C -1.7867 0.1869 0.1648
2 C -0.6576 1.0462 -0.1941
3 C 0.2684 1.7577 -0.4899
4 C 2.2193 -0.8843 -0.0972
5 N 1.5539 -1.7343 0.3205
6 O 0.8796 -2.6332 0.7567
7 H -1.8933 0.1197 1.2517
8 H -2.7189 0.5886 -0.2453
9 H -1.6463 -0.8269 -0.2227
10 H 1.0779 2.4034 -0.7505
11 H 2.7038 -0.0238 -0.4940

***

# CH3ClIN

A 2-piece molecular cluster, CH3ClIN overall at a distorted geometry (ωB97M-V/def2-TZVPD, OMol25).

SMILES string: C=NCl.I
LUMO (eV): 0.459

Element x y z (Å)
1 C 0.4917 -0.1544 0.7083
2 N 1.6733 -0.3890 1.1362
3 Cl 2.8925 -0.7306 -0.1183
4 I -1.9275 1.1583 -1.8691
5 H 0.0148 -0.0919 -0.2208
6 H -0.2530 -0.0348 1.4562
7 H -2.8918 0.2423 -1.0925

***

# C2H4NO2

A 2-piece molecular cluster, C2H4NO2 overall at a distorted geometry (ωB97M-V/def2-TZVPD, OMol25).

Charge: +1
LUMO (eV): -4.662

Element x y z (Å)
1 C 1.2651 1.1732 0.3013
2 C -0.5290 -1.0203 0.6016
3 N -1.4597 -1.0598 -0.2933
4 O 0.1418 -1.2188 1.5333
5 O 0.3049 0.6089 -0.1437
6 H 1.7499 2.0359 -0.1640
7 H 1.6909 0.6932 1.1496
8 H -1.7599 -1.9965 -0.2825
9 H -1.4401 -0.3516 -1.0260